--- 1 ---
Here is C21H35FNiP2 as an isolated structure from OMol25. Energies are from ωB97M-V with the def2-TZVPD basis set.

Computed properties:
Kohn-Sham gap (spin up / spin down) (eV): 5.3 / 4.8
⟨S²⟩: 2.01
HOMO (spin up / spin down) (eV): -5.95 / -5.95

Structure (ORCA input):
```
! wB97M-V def2-TZVPD RIJCOSX def2/J DEFGRID3
* xyz 0 3
P -1.42 2.04 -1.32
P -2.00 -0.82 1.15
C -2.82 0.69 -1.09
C -2.92 0.59 0.44
H -2.61 -0.27 -1.64
H -3.78 1.08 -1.49
H -2.41 1.41 1.02
H -3.98 0.60 0.82
C -3.52 -1.90 0.91
H -3.52 -2.84 1.47
H -3.58 -2.21 -0.16
H -4.45 -1.37 1.19
C -1.75 -0.40 2.90
H -2.57 -0.77 3.53
H -1.72 0.69 3.01
H -0.79 -0.80 3.27
C -1.97 2.32 -3.13
H -1.26 3.06 -3.51
H -3.00 2.74 -3.18
H -1.90 1.44 -3.78
C -2.57 3.32 -0.66
H -2.97 3.07 0.33
H -3.42 3.42 -1.35
H -1.96 4.23 -0.60
Ni 1.92 2.43 1.74
C -0.86 -2.10 -0.07
C -0.95 -3.08 -1.08
C -0.36 -2.99 -2.41
C 0.78 -2.00 -2.83
C 0.43 -0.60 -3.14
C 0.24 0.34 -2.22
C 0.80 0.13 -0.78
C 0.59 -1.23 -0.03
C 2.56 3.71 0.26
H -0.71 -2.71 0.84
H -1.35 -4.15 -0.82
H -1.25 -2.72 -3.05
H 0.02 -3.95 -2.79
H 1.50 -1.96 -2.02
H 1.41 -2.31 -3.68
H 0.26 -0.28 -4.19
H 0.36 1.40 -2.62
H 0.46 0.95 -0.12
H 1.87 0.27 -1.00
H 1.48 -1.85 -0.32
H 0.91 -1.18 1.03
H 3.08 4.58 0.74
H 1.74 4.09 -0.41
H 3.31 3.17 -0.36
F 4.65 -3.02 3.48
C 4.46 -1.70 3.09
C 4.35 -0.74 4.11
C 3.81 0.54 3.75
C 3.44 0.86 2.44
C 3.77 -0.08 1.47
C 4.17 -1.45 1.76
H 4.52 -1.01 5.16
H 3.81 1.39 4.44
H 3.55 0.22 0.43
H 4.15 -2.29 1.04
*
```

--- 2 ---
Here is C21H35FNiP2 as an isolated structure from OMol25. Energies are from ωB97M-V with the def2-TZVPD basis set.

Computed properties:
Kohn-Sham gap (spin up / spin down) (eV): 7.1 / 6.4
⟨S²⟩: 2.03
HOMO (spin up / spin down) (eV): -6.59 / -6.70

Structure (ORCA input):
```
! wB97M-V def2-TZVPD RIJCOSX def2/J DEFGRID3
* xyz 0 3
P 1.27 2.63 0.56
P -1.78 1.24 0.22
C 0.16 2.85 -0.96
C -1.19 3.17 -0.36
H 0.22 1.84 -1.38
H 0.66 3.52 -1.65
H -1.11 3.72 0.58
H -1.94 3.60 -1.01
C -2.65 1.17 -1.39
H -3.44 0.43 -1.39
H -1.91 0.97 -2.17
H -3.09 2.16 -1.55
C -3.29 1.15 1.30
H -4.14 1.43 0.66
H -3.21 1.80 2.20
H -3.37 0.09 1.61
C 2.77 2.57 -0.39
H 3.66 2.54 0.23
H 2.81 3.48 -0.98
H 2.78 1.73 -1.07
C 1.33 4.37 1.15
H 0.33 4.68 1.48
H 1.67 4.95 0.29
H 2.04 4.43 1.98
Ni -0.32 1.88 1.44
C -0.73 -1.39 -2.34
C -0.43 -1.37 -3.66
C 0.62 -2.17 -4.30
C 1.73 -2.73 -3.34
C 2.55 -1.58 -2.82
C 2.41 -0.95 -1.66
C 1.36 -1.31 -0.65
C 0.00 -1.90 -1.13
C 1.68 0.92 3.36
H -1.74 -1.06 -2.09
H -1.04 -0.80 -4.37
H 1.12 -1.55 -5.07
H 0.14 -3.04 -4.79
H 1.31 -3.33 -2.52
H 2.29 -3.42 -4.00
H 3.29 -1.24 -3.55
H 3.18 -0.25 -1.28
H 1.19 -0.39 -0.07
H 1.78 -2.02 0.07
H 0.08 -3.00 -1.10
H -0.68 -1.59 -0.31
H 0.81 1.08 4.04
H 2.18 1.73 2.85
H 2.00 -0.10 3.29
F -2.43 -4.95 2.81
C -1.72 -3.80 3.11
C -2.18 -2.96 4.12
C -1.54 -1.70 4.32
C -0.42 -1.49 3.60
C 0.04 -2.22 2.55
C -0.61 -3.48 2.35
H -3.03 -3.25 4.72
H -2.00 -0.99 5.01
H 0.87 -1.96 1.90
H -0.30 -4.13 1.53
*
```

Quick look at relative energies in hartree: 1 0.0454; 2 0.0000.